Run P
C12H14N4O2S in the gas phase, computed with ωB97M-V with the def2-TZVPD basis set.

Geometry (Å):
C  5.830  0.321  0.954
H  5.643  1.257  1.492
O  4.745  -0.568  1.087
C  3.495  -0.023  0.772
C  3.280  0.155  -0.747
N  1.943  0.590  -1.007
C  0.791  -0.125  -1.050
N  -0.210  0.716  -1.226
N  0.335  1.921  -1.281
N  1.592  1.875  -1.154
S  0.682  -1.838  -0.898
C  -1.127  -1.889  -0.731
C  -1.546  -0.985  0.424
O  -0.797  -0.757  1.343
C  -2.902  -0.409  0.328
C  -3.929  -1.000  -0.407
C  -5.173  -0.401  -0.456
C  -5.402  0.793  0.210
C  -4.386  1.384  0.944
C  -3.145  0.782  1.011
H  -2.340  1.226  1.575
H  -4.564  2.313  1.465
H  -6.374  1.261  0.157
H  -5.969  -0.865  -1.019
H  -3.769  -1.937  -0.918
H  -1.569  -1.570  -1.674
H  -1.384  -2.927  -0.517
H  3.948  0.920  -1.146
H  3.456  -0.798  -1.254
H  2.758  -0.734  1.157
H  3.350  0.948  1.269
H  6.048  0.550  -0.095
H  6.689  -0.183  1.392

Calculated values
- Highest occupied orbital energy: -9.17 eV
- SMILES: COCCn1nnnc1SCC(=O)c1ccccc1
- LUMO energy: 0.23 eV

***

Run Q
C12H14N4O2S in the gas phase, computed with ωB97M-V with the def2-TZVPD basis set.

Geometry (Å):
C  2.545  -0.514  -4.333
C  1.922  -0.479  -2.975
N  2.580  0.198  -2.033
C  2.062  0.225  -0.819
N  0.923  -0.349  -0.454
C  0.239  -1.000  -1.388
C  0.722  -1.109  -2.700
H  0.171  -1.646  -3.454
N  -0.967  -1.516  -1.031
S  -1.692  -1.459  0.513
O  -1.189  -2.538  1.306
O  -3.091  -1.462  0.196
C  -1.179  0.099  1.176
C  -0.427  0.111  2.335
C  0.019  1.311  2.843
C  -0.278  2.510  2.183
C  -1.060  2.474  1.022
C  -1.514  1.270  0.525
H  -2.121  1.227  -0.366
H  -1.293  3.397  0.514
N  0.249  3.692  2.630
H  -0.148  4.546  2.279
H  0.611  3.721  3.567
H  0.610  1.337  3.746
H  -0.200  -0.829  2.810
H  -1.518  -1.977  -1.735
C  2.806  0.981  0.232
H  3.657  0.391  0.569
H  3.183  1.908  -0.189
H  2.150  1.180  1.073
H  2.976  0.457  -4.561
H  1.818  -0.786  -5.093
H  3.353  -1.244  -4.340

Calculated values
- Highest occupied orbital energy: -8.41 eV
- SMILES: Cc1cc(NS(=O)(=O)c2ccc(N)cc2)nc(C)n1
- LUMO energy: 0.70 eV

***

Most stable structure among those shown: run Q.